Entry from the Open Molecules 2025 dataset: C37H30N9O4S3Tc as an isolated structure at a distorted geometry (ωB97M-V with the def2-TZVPD basis set).

Element x y z (Å)
1 Tc 8.248 -19.648 -0.777
2 N 9.963 -22.835 1.378
3 C 8.955 -22.672 2.355
4 C 8.670 -23.407 3.475
5 C 7.569 -22.978 4.225
6 C 6.813 -21.869 3.841
7 C 7.110 -21.124 2.698
8 C 8.197 -21.550 1.952
9 N 8.749 -21.041 0.758
10 C 9.799 -21.854 0.455
11 C 10.464 -21.672 -0.762
12 C 11.668 -22.135 -1.275
13 S 11.928 -21.542 -2.865
14 C 10.456 -20.704 -2.793
15 N 9.762 -20.835 -1.656
16 H 10.671 -23.561 1.340
17 H 9.260 -24.272 3.769
18 H 7.293 -23.527 5.128
19 H 5.965 -21.574 4.460
20 H 6.501 -20.266 2.407
21 H 12.365 -22.778 -0.755
22 H 10.082 -20.094 -3.598
23 C 4.992 -24.349 -0.308
24 C 4.246 -23.316 0.250
25 C 4.713 -22.011 0.189
26 C 5.938 -21.722 -0.437
27 C 6.686 -22.761 -1.005
28 C 6.208 -24.069 -0.925
29 N 6.395 -20.406 -0.477
30 N 5.431 -19.547 -0.060
31 C 5.822 -18.313 0.069
32 C 4.893 -17.309 0.458
33 C 5.305 -16.007 0.501
34 C 6.633 -15.701 0.085
35 C 7.496 -16.715 -0.234
36 N 7.137 -18.029 -0.190
37 H 4.621 -25.369 -0.269
38 H 3.291 -23.529 0.737
39 H 4.126 -21.197 0.612
40 H 7.627 -22.584 -1.531
41 H 6.801 -24.869 -1.361
42 H 3.891 -17.642 0.708
43 H 4.617 -15.217 0.800
44 H 6.981 -14.674 0.019
45 H 8.515 -16.556 -0.578
46 O 4.362 -21.691 -10.034
47 S 5.623 -21.524 -9.324
48 O 5.870 -22.385 -8.165
49 O 6.809 -21.023 -10.024
50 C 5.422 -19.839 -8.551
51 N 4.870 -18.811 -9.206
52 C 4.895 -17.637 -8.578
53 C 5.418 -17.475 -7.310
54 C 5.952 -18.621 -6.693
55 N 5.959 -19.776 -7.326
56 C 6.523 -18.708 -5.355
57 C 6.817 -17.622 -4.508
58 C 7.364 -17.845 -3.264
59 N 7.625 -19.095 -2.784
60 C 7.332 -20.152 -3.601
61 C 6.814 -19.993 -4.862
62 H 4.456 -16.839 -9.176
63 H 5.391 -16.514 -6.804
64 H 6.625 -16.590 -4.810
65 H 7.638 -17.022 -2.617
66 H 7.534 -21.134 -3.183
67 H 6.629 -20.869 -5.482
68 C 9.833 -18.533 2.802
69 S 9.997 -17.513 1.300
70 O 10.061 -18.544 0.139
71 C 11.647 -16.892 1.635
72 C 12.764 -17.720 1.748
73 C 13.961 -17.171 2.219
74 C 14.024 -15.825 2.578
75 C 12.907 -15.006 2.438
76 C 11.715 -15.535 1.959
77 H 10.729 -19.156 2.954
78 H 8.950 -19.168 2.711
79 H 9.684 -17.851 3.659
80 H 12.694 -18.773 1.458
81 H 14.829 -17.817 2.325
82 H 14.955 -15.423 2.970
83 H 12.941 -13.960 2.722
84 H 10.829 -14.912 1.833

Results
HOMO-LUMO gap (alpha / beta) = 5.903 / 5.656 eV
net charge = +3
relative energy (zero: lowest compared OMol25 entry of this formula, charge and spin) = 0.0 kcal per mole
<S²> = 3.8101
spin multiplicity = 4

***

Entry from the Open Molecules 2025 dataset: C37H31AuGeP2S2 as an isolated structure at a distorted geometry (ωB97M-V with the def2-TZVPD basis set).

Element x y z (Å)
1 Au -0.118 0.357 -0.062
2 S -2.462 -0.075 0.660
3 P -1.642 0.057 2.519
4 C -0.052 0.395 1.951
5 P 1.608 0.167 2.362
6 S 2.310 0.284 0.450
7 C 2.074 1.498 3.430
8 C 2.630 2.663 2.899
9 C 2.869 3.750 3.729
10 C 2.541 3.680 5.076
11 C 1.988 2.521 5.611
12 C 1.751 1.428 4.794
13 C 2.002 -1.363 3.159
14 C 3.041 -1.440 4.091
15 C 3.385 -2.673 4.629
16 C 2.703 -3.815 4.238
17 C 1.679 -3.742 3.299
18 C 1.332 -2.521 2.754
19 C -1.826 -1.428 3.475
20 C -2.211 -2.627 2.877
21 C -2.318 -3.774 3.652
22 C -2.034 -3.726 5.010
23 C -1.644 -2.533 5.607
24 C -1.543 -1.380 4.844
25 C -2.220 1.376 3.546
26 C -3.418 1.182 4.248
27 C -3.937 2.211 5.013
28 C -3.260 3.424 5.094
29 C -2.074 3.618 4.399
30 C -1.555 2.599 3.612
31 H 2.898 2.703 1.850
32 H 3.321 4.649 3.327
33 H 2.725 4.533 5.719
34 H 1.744 2.471 6.665
35 H 1.337 0.518 5.214
36 H 3.586 -0.554 4.388
37 H 4.189 -2.739 5.350
38 H 2.975 -4.775 4.661
39 H 1.158 -4.640 2.991
40 H 0.543 -2.466 2.013
41 H -2.439 -2.661 1.819
42 H -2.633 -4.704 3.195
43 H -2.127 -4.622 5.612
44 H -1.433 -2.499 6.668
45 H -1.265 -0.443 5.315
46 H -3.938 0.231 4.199
47 H -4.864 2.068 5.553
48 H -3.660 4.221 5.709
49 H -1.549 4.563 4.474
50 H -0.632 2.748 3.065
51 Ge -0.104 3.032 -0.203
52 C -1.905 3.513 -0.159
53 C -2.253 4.512 0.755
54 C -3.552 5.004 0.773
55 C -4.497 4.489 -0.103
56 C -4.159 3.481 -1.005
57 C -2.868 2.991 -1.035
58 C 0.961 2.985 -1.741
59 C 2.225 3.581 -1.637
60 C 2.963 3.816 -2.787
61 C 2.459 3.437 -4.026
62 C 1.224 2.807 -4.132
63 C 0.471 2.577 -2.995
64 H 0.669 3.582 0.990
65 H -1.519 4.914 1.443
66 H -3.824 5.784 1.471
67 H -5.509 4.876 -0.088
68 H -4.907 3.083 -1.679
69 H -2.616 2.204 -1.737
70 H 2.624 3.868 -0.673
71 H 3.930 4.295 -2.718
72 H 3.036 3.636 -4.920
73 H 0.848 2.509 -5.101
74 H -0.497 2.097 -3.086

Results
HOMO-LUMO gap = 6.432 eV
net charge = +2
spin multiplicity = 1

***

Entry from the Open Molecules 2025 dataset: C37H31IrO9P3Sb as an isolated structure (ωB97M-V with the def2-TZVPD basis set).

Element x y z (Å)
1 Ir -0.178 1.388 -1.115
2 O -1.543 2.710 0.135
3 C -2.481 2.073 0.553
4 O -2.387 0.727 0.672
5 C -3.817 2.543 0.958
6 C -4.234 3.861 1.015
7 C -5.553 4.107 1.370
8 C -6.431 3.058 1.633
9 C -6.017 1.734 1.553
10 C -4.694 1.487 1.229
11 P -3.793 -0.033 0.956
12 C -4.305 -0.908 -0.470
13 C -3.986 -2.263 -0.579
14 C -4.265 -2.926 -1.761
15 C -4.848 -2.239 -2.815
16 C -5.172 -0.891 -2.701
17 C -4.901 -0.217 -1.530
18 C -3.465 -1.045 2.364
19 C -2.164 -1.519 2.546
20 C -1.905 -2.363 3.615
21 C -2.929 -2.725 4.479
22 C -4.223 -2.255 4.287
23 C -4.500 -1.416 3.222
24 H -3.550 4.668 0.790
25 H -5.908 5.126 1.433
26 H -7.457 3.277 1.895
27 H -6.718 0.931 1.733
28 H -3.511 -2.786 0.241
29 H -4.009 -3.972 -1.864
30 H -5.045 -2.755 -3.745
31 H -5.614 -0.368 -3.537
32 H -5.128 0.839 -1.445
33 H -1.367 -1.241 1.865
34 H -0.902 -2.735 3.770
35 H -2.719 -3.381 5.313
36 H -5.013 -2.542 4.967
37 H -5.509 -1.053 3.071
38 O -1.113 1.463 -4.309
39 P -1.361 0.198 -3.383
40 O -2.072 -0.893 -4.070
41 O -1.896 0.727 -2.035
42 O 0.156 -0.244 -2.963
43 P 0.379 -1.428 -1.796
44 O -0.929 -2.313 -1.964
45 O 1.645 -2.133 -1.979
46 O 0.176 -0.586 -0.523
47 H -1.227 1.237 -5.241
48 H -1.309 -2.293 -2.862
49 C 6.524 -2.440 -3.873
50 C 5.488 -3.217 -3.378
51 C 4.701 -2.744 -2.335
52 C 4.946 -1.493 -1.776
53 C 5.993 -0.722 -2.278
54 C 6.775 -1.189 -3.324
55 Sb 3.739 -0.836 -0.141
56 C 5.327 0.352 0.711
57 C 5.310 1.737 0.839
58 C 6.366 2.416 1.437
59 C 7.460 1.715 1.919
60 C 7.493 0.332 1.800
61 C 6.435 -0.338 1.204
62 C 2.860 0.859 -1.165
63 C 3.033 1.089 -2.506
64 C 2.461 2.210 -3.143
65 C 1.721 3.126 -2.441
66 C 1.496 2.903 -1.057
67 C 2.028 1.765 -0.435
68 H 7.137 -2.807 -4.686
69 H 5.288 -4.192 -3.804
70 H 3.876 -3.346 -1.976
71 H 6.212 0.247 -1.842
72 H 7.585 -0.581 -3.706
73 H 4.478 2.316 0.455
74 H 6.333 3.495 1.520
75 H 8.285 2.242 2.381
76 H 8.344 -0.226 2.168
77 H 6.489 -1.419 1.113
78 H 3.629 0.408 -3.100
79 H 2.634 2.356 -4.201
80 H 1.322 4.010 -2.918
81 H 1.062 3.684 -0.440
82 H 1.978 1.685 0.646

Results
HOMO-LUMO gap (alpha / beta) = 5.899 / 5.931 eV
net charge = +1
relative energy (zero: lowest compared OMol25 entry of this formula, charge and spin) = 0.0 kcal per mole
<S²> = 0.7564
spin multiplicity = 2

***

Question: Which of these has the lowest net charge?
Answer: C37H31IrO9P3Sb